Record 1
This record from OMol25 describes a molecular structure, C37H59N10O3PS3V in a non-equilibrium geometry. The level of theory is ωB97M-V/def2-TZVPD.

The value obtained for the HOMO energy (spin up / spin down) is -12.467 / -12.468 eV. The spin multiplicity is 2. The total charge is +2. The energy is -4698.1207 Eh. The expectation value of S² is 0.761.

Atoms and positions in Å:
C -4.44191 -1.27882 0.46431
O -0.15869 0.21505 -0.04601
H 1.15268 2.90581 1.36147
H 4.81669 -1.15478 1.41850
H -1.25959 -1.24875 3.77663
H 0.88014 0.37673 -5.52622
C -0.56177 6.53627 -0.64874
H 0.89826 5.71802 -3.58171
C -1.76890 7.48341 -2.48253
H -0.03486 -2.42462 5.51861
O 0.31650 2.45236 3.19707
C 0.12435 6.08370 -2.88832
H 2.34878 0.31519 4.44796
C -4.42340 1.06894 -3.67222
C -0.95286 1.15203 0.56469
C 1.42847 2.69653 2.42880
H 0.10172 1.10178 4.72654
C -1.15187 -1.78097 -3.09107
C -0.27339 -1.64598 3.53291
C 1.52550 -2.95940 4.11325
H 3.36742 2.72016 -1.41519
C 0.70380 -0.51013 -3.56864
H 2.17012 -2.30661 3.50953
C 0.77844 1.90033 4.42547
N -3.33929 0.73218 -3.03914
C -2.89445 2.94045 -3.75540
H 0.19950 -0.90586 2.92154
C -1.23780 -5.25702 -0.18211
H 3.32264 1.56761 2.20937
H 3.92547 0.85472 -3.36405
H -2.25267 7.81379 -0.40476
H 3.27745 -0.10788 -4.64844
H -1.91034 -5.11057 3.09298
C 1.95988 -0.00764 -2.99795
H -1.22558 6.97092 -4.41424
H -0.41583 6.46495 0.45395
N -2.36299 -1.98862 1.37737
S 2.32561 -1.82598 0.56903
H 1.94272 3.56650 2.86352
H -3.21521 -6.13570 -0.28021
H -5.28003 0.40246 -3.74527
H -3.03892 -2.24300 3.35762
C -2.19245 -6.64854 1.54384
H 3.86168 4.25655 -0.93030
H -1.95013 -7.28026 -0.51482
H -2.54364 -1.16015 -0.59922
H -1.67248 -2.45714 -2.38411
V 0.56530 -1.08604 -0.70147
O -0.54220 -2.36675 -0.01198
H 1.83940 0.61774 2.06544
C 0.31222 5.95675 -1.55357
S 0.90529 2.95369 -2.30518
N 0.01086 -1.23668 -2.70696
C 0.66113 -3.82882 3.25789
H -2.60412 8.05832 -2.86417
C 3.48347 -0.66139 -0.02070
H -1.58015 1.79891 -2.45360
C 0.30171 -0.21814 -4.82413
C -1.66766 -1.50947 -4.34193
H 1.28357 -4.28899 2.50485
H -2.03080 0.77456 0.65303
H -2.39842 3.90757 -3.84855
C -2.25661 -5.22273 2.12585
C -1.60793 7.30237 -1.10970
C 2.28010 1.50026 2.58062
H 2.57653 1.54249 -4.30798
N 2.11956 -0.30160 -1.74214
C 2.99446 0.61540 -3.88418
H 0.73850 2.61682 5.28580
S -4.49146 2.68590 -4.25115
H 6.41588 0.50110 0.97737
N -0.27362 -2.84141 2.68201
P -1.08532 -2.94611 1.29340
C -4.65272 -1.86529 1.87242
C 5.71147 0.28465 0.20752
C 6.45543 -0.42575 -0.93280
C -2.47256 1.85143 -3.03601
H -4.38566 -0.23140 0.61101
H -1.37333 -0.48055 -6.18751
H -3.29593 -4.90613 2.06749
H -2.63329 -1.92188 -4.53890
H -0.84034 2.13570 0.06021
H -5.12635 -1.58265 -0.26148
C -2.23647 -6.45108 0.05246
C -3.30107 -1.64092 2.50756
H 0.12158 -4.60982 3.86111
H -1.26581 -7.08668 1.85211
N 3.31386 0.11653 -1.09579
N -1.37023 -4.55266 1.10520
H -0.60105 1.29900 1.52325
H -0.21425 -5.55139 -0.43503
H -5.46407 -1.37589 2.34371
N 4.59146 -0.50254 0.69653
H -3.15176 -2.81278 -0.35964
H -3.00342 -7.25467 2.01846
H 2.98708 1.94413 4.60404
H 7.09595 0.26708 -1.40315
C -3.07922 -1.83835 0.09953
H 1.01072 -1.09915 5.18231
C 1.87282 4.09531 -1.57326
C -0.97055 6.81575 -3.34696
C -0.96041 -0.69733 -5.16324
H -4.79719 -2.94623 1.83815
H 2.10582 -3.52325 4.85586
H 7.04132 -1.30842 -0.61808
H -3.19048 -0.59016 2.78927
H -1.61313 -4.70247 -1.03526
H 5.40389 1.27389 -0.12052
C 0.54618 -1.98324 4.75136
C 2.19226 1.34216 4.11079
N 3.16993 3.71033 -1.39637
H 2.31132 5.95881 -0.87878
N 1.55345 5.33549 -1.13305
H 5.69637 -0.67132 -1.68771

Record 2
This record from OMol25 describes 3 unconnected molecules or ions with the total composition C37H60Br2F16N3O6 in a non-equilibrium geometry. The level of theory is ωB97M-V/def2-TZVPD.

The value obtained for the HOMO energy is -12.387 eV. The spin multiplicity is 1. The total charge is +1. The energy is -8807.1893 Eh.

Atoms and positions in Å:
O 6.01461 -1.12437 0.54345
H -2.16191 3.50558 2.26176
F -4.15911 4.59063 6.39000
C 0.86035 -2.48892 -1.59442
F -3.41058 6.42089 7.36722
N 1.96340 -3.18129 -1.20193
H -0.56069 9.06916 5.56424
F 6.50018 -6.12726 -6.15172
O -3.11519 8.78663 4.96719
C -3.53962 2.60458 3.68034
H -6.19172 -0.46840 -0.27060
H -4.69111 8.16646 3.95866
H -0.29056 3.59704 3.62448
H -1.20632 2.17137 -3.44953
H -2.90693 -3.18371 -0.06613
F -2.51793 10.64843 5.94724
H -3.49908 3.20834 4.60301
H -2.91500 -1.80348 -2.83675
H -0.84932 0.63601 4.15217
O 5.21750 -4.23703 -3.69312
H 3.61815 -2.88008 0.08613
H 0.21117 -6.10023 1.47715
H 1.61763 0.88076 -3.29411
H -0.81032 -0.42178 -1.93409
F -5.03566 5.96040 4.31096
H 3.22987 -5.91244 -3.43822
F 4.53689 -6.76153 -4.70079
H 0.37190 2.87758 -3.84869
C 7.67499 -5.69966 -5.62630
H -0.80458 0.45681 -5.39059
H -0.30038 -4.69713 2.45765
F 4.61026 -4.15481 -5.84990
H -4.13674 2.04950 0.99881
C -5.56000 0.73147 2.01589
N 1.02712 -1.36409 -2.28425
C 7.42378 -5.16606 -4.21574
H 4.05795 -1.33641 -2.50620
H -5.33452 6.14479 6.83963
F -0.78872 9.32091 7.53948
F -2.86903 6.16783 4.65024
H 1.76631 0.64883 3.53059
H 2.78936 -1.39456 -0.41724
C -5.11356 -0.66753 -0.13835
C -1.22351 8.78390 6.38266
H 1.96650 -1.12318 -2.57645
H 0.55432 0.76338 2.21458
F 8.65416 -4.75878 -3.77382
H 0.30981 1.49751 5.17418
H -0.45650 -0.81437 -3.65185
H -3.49759 -3.45956 -2.60492
C 1.24740 -4.22066 1.01768
H -5.79765 2.64787 0.95790
H -4.80912 -1.34404 1.93654
H 8.11101 -4.92400 -6.26145
H 6.83167 0.08448 -2.05468
F -1.26200 7.43491 6.50377
H -5.24168 -2.29233 -1.60157
C -2.63859 9.30696 6.10957
O 5.50531 -2.15916 -1.25800
C 1.59336 0.10145 -5.67569
F -3.44743 9.08437 7.15734
O 1.05562 1.29538 -5.79068
H -0.91551 -2.87897 -3.30235
O 2.68946 -0.09541 -5.46065
H 4.23253 -3.11669 -2.52263
C 3.62010 -5.80562 -4.45151
C 4.21864 -2.22973 -1.87485
C 0.58576 0.97553 -2.89414
H 5.08735 0.40936 -2.01438
H 2.81521 -4.83538 -0.37137
C 6.52720 -3.94292 -4.08139
C -4.28609 8.04480 4.96274
C -4.73730 3.08115 2.81724
H -1.36579 -4.37105 -2.42780
H -5.18165 -2.82235 0.09908
H 6.57186 -3.30143 -4.96337
C -2.16221 2.66265 2.97732
H -3.66924 -0.09008 1.41040
C -4.08362 6.54403 5.11144
H -5.52731 0.61247 3.11191
C 0.94976 1.27332 3.12261
C -3.22738 -2.36877 -0.75247
H -0.83166 2.15450 -5.91564
F 2.61018 -5.90503 -5.34232
C -4.73312 -0.40025 1.35512
C 4.24285 -4.41266 -4.59244
H 0.85138 -0.70115 -5.81866
C -1.36853 -3.26359 -2.37528
H -1.35932 3.12125 4.95901
Br 2.70813 -4.63277 2.24760
C 3.14623 -2.37562 -0.77114
H 6.94647 -3.38819 -3.24233
H 0.68392 1.44768 -1.90503
F 6.98514 -6.16232 -3.41962
C -0.00123 -5.01459 1.44247
Br 0.89029 -5.72789 -1.51235
F 8.52985 -6.73749 -5.53143
C -0.02341 -0.42829 -2.71154
H -5.03109 8.41897 5.66805
H -2.02053 1.73845 2.38292
H -6.62474 0.63133 1.71650
H -0.45192 -3.47766 -0.49382
H -0.85788 -4.84441 0.76480
H -4.49880 4.09387 2.42914
C -0.28924 1.42766 -5.28334
F 3.23189 -3.53909 -4.26682
H -5.62832 3.19951 3.45900
C -0.97176 2.79562 3.97313
C -0.19356 1.92354 -3.82999
N -0.39930 -2.89882 -1.31984
C 5.81855 -1.03155 -0.55690
H 6.13323 1.05625 -0.69428
C -4.32016 5.93294 6.49269
C -4.75580 -2.10114 -0.62837
C -5.05606 2.15127 1.61092
C -2.79513 -2.70372 -2.19892
H -2.68749 -1.46219 -0.40490
H 1.08199 -3.13547 1.17216
C 5.96334 0.20734 -1.37898
C -0.15318 1.49717 4.16991
H 1.39831 2.23621 2.79725
H -4.55878 0.04172 -0.78681
H -3.72706 1.55790 4.00436
C 1.79663 -4.41154 -0.42285

Record 3
This record from OMol25 describes 10 unconnected molecules or ions with the total composition C37H60Cl18N4OS in a non-equilibrium geometry. The level of theory is ωB97M-V/def2-TZVPD.

The value obtained for the HOMO energy is -12.106 eV. The spin multiplicity is 1. The total charge is +2. The energy is -10420.8690 Eh.

Atoms and positions in Å:
H 14.07174 1.21126 -0.63603
H -4.33589 5.76778 -1.81334
Cl 15.79755 2.79365 -0.72194
N 3.91238 -1.54720 -1.37307
Cl -4.16067 3.05910 5.21494
C -12.76463 -3.06622 2.00575
C -11.80181 -1.40101 -6.10472
H -11.94617 -3.29321 -7.10981
H -5.95029 -1.05711 -0.84468
Cl -15.48224 -2.84980 1.73259
H -5.93113 0.86977 4.53654
C -2.94222 4.90303 -0.42841
C 18.50946 4.39459 2.78335
H -13.73990 -1.95406 0.44827
H -6.50608 1.21631 1.64585
S -8.18863 -0.65873 0.24987
Cl 8.62835 -4.61608 0.62861
H 13.90549 0.81912 1.76888
C -5.59443 2.39648 6.03856
Cl 17.18635 5.90547 4.64785
C -12.54849 -2.39213 -6.97534
Cl -7.28070 2.70093 3.90241
C 1.28326 -1.75336 -1.51755
H -1.76668 1.61712 2.89397
C -6.44530 4.87512 -4.24149
C -13.86311 -2.14230 1.51727
H -10.81213 -1.21146 -6.52473
H 17.21140 6.03779 2.30837
C -1.53878 -0.34274 -0.78529
C -4.19769 1.30542 1.81387
H 15.60991 0.52633 -0.09479
N -9.83163 -2.14408 -3.01463
C 17.96944 5.78519 3.05240
C -9.24631 -1.52677 -0.97942
C 4.74756 -3.99059 0.01138
H 18.75826 6.53792 3.00473
H 18.86354 4.32843 1.75226
H 2.46855 1.03524 0.77187
H 5.36653 -2.57467 -2.70359
H -4.58699 -1.31568 1.38285
H -7.88956 3.47243 -4.98805
Cl -14.08763 -2.90548 -6.24109
C 5.31624 -1.99519 -1.71972
C 8.88719 -6.22384 -0.09717
C 5.84000 -2.86932 -0.44620
H -4.16555 0.87332 2.88954
Cl 10.92229 -0.06899 2.29866
H 4.39597 -4.64258 -0.86509
H 9.29056 -5.43763 -2.07820
H 9.91276 -6.51540 0.13820
Cl -7.08506 4.58030 -6.88878
H 2.91251 -3.06513 -2.63969
H 6.00938 -2.20319 0.48637
H -6.21691 3.02162 -5.34507
C 2.47003 0.15299 0.05470
C 8.68885 -6.21236 -1.59997
H 8.21297 -6.92878 0.39203
H 9.15205 -2.27439 1.64224
C -10.79109 -2.64149 -2.05861
C -6.48137 -1.41906 0.10499
C 2.72802 -2.19477 -1.91767
Cl 6.98518 -5.94665 -2.05142
H -12.84818 -4.05930 1.56045
H 6.78038 -3.47050 -0.73129
H -6.57821 -2.56270 0.15311
Cl 7.77637 -0.45284 1.03567
C 3.84290 -0.42177 -0.45233
O -10.41906 -2.27398 -0.71997
H 4.81088 0.07306 -0.07786
C -5.64560 -0.84770 1.37241
C -1.70249 1.08127 1.87419
C 1.20034 -0.56827 -0.49599
H -11.70858 -3.23779 -2.39338
H -12.76452 -1.97746 -7.96145
C -2.86450 0.16969 -0.12580
H 17.74330 3.63171 2.92918
C 14.52874 1.64440 1.41714
C 9.50831 -0.74745 3.14088
C -0.31253 0.64852 1.36578
H -6.12606 3.22253 6.51364
H -2.25955 5.74931 -0.52820
C -4.34470 5.32478 -0.81555
H 7.81993 -2.02417 2.77695
H 8.98004 -7.17730 -2.01880
H -6.47345 4.43042 -3.24409
H -11.67394 -1.77675 -5.08836
H -3.82331 -0.06561 -0.72166
H -11.78890 -2.65452 1.73987
Cl 19.89405 3.99545 3.83017
Cl -2.84836 4.36079 1.26741
H 5.16469 -4.59396 0.89322
N -2.94539 0.83435 1.14103
H 3.79743 -3.45015 0.39895
Cl -12.63194 0.17215 -6.01167
H -1.58245 -0.89409 -1.79160
C -6.48879 1.63099 5.08605
H -4.74963 6.06136 -0.11938
Cl -4.76556 5.40053 -4.52360
Cl -12.78002 -3.25200 3.77685
C 8.60067 -1.51919 2.20372
H -6.11854 -1.09900 2.38045
H -4.16882 2.45305 1.95975
H -5.23036 1.73019 6.82283
H 13.95418 2.56766 1.51077
H 0.63368 0.83670 1.96496
H -2.57597 4.09476 -1.06393
Cl 15.92093 1.74509 2.52207
N -8.86577 -1.43652 -2.35417
Cl -5.46880 3.94232 -0.87351
C -5.55891 0.77219 1.15377
H -5.56818 1.04160 0.03863
H -7.08131 5.76198 -4.23623
H -7.28458 1.13248 5.64342
C -6.90928 3.86213 -5.26947
H 0.36558 -2.28254 -1.92918
H 8.97836 0.07308 3.62784
H 9.89137 -1.41350 3.91629
H 6.04520 -1.11560 -1.80113
H -13.84054 -1.18241 2.03620
C 14.95227 1.39384 -0.01672
C -0.22748 -0.08656 -0.00200

Record 4
This record from OMol25 describes a molecular structure, C37H61BiClF6N3O18P2S3Si in a non-equilibrium geometry. The level of theory is ωB97M-V/def2-TZVPD.

The value obtained for the HOMO energy is -3.956 eV. The spin multiplicity is 1. The total charge is -2. The energy is -6406.4658 Eh.

Atoms and positions in Å:
O -0.27238 0.16950 -2.21937
H -6.87568 -3.38064 1.67282
H -1.61269 -2.31913 3.91182
O -1.65787 -2.72098 -1.35403
C -4.03265 -1.53858 1.62987
C -1.42730 2.12650 5.76153
H 5.22383 3.15460 -0.05268
H -1.64834 4.37012 0.92171
H -5.21852 0.27154 -1.72451
H -5.88675 -1.50538 -0.70163
H 0.58243 -2.18396 -4.62181
P -0.98872 -0.73135 -3.22370
F 2.89499 -5.33381 1.81653
H -5.69103 2.01339 -4.95775
H -5.13592 6.37328 -0.57648
C -4.79477 2.29965 -4.40546
O 5.05150 -3.97235 -0.25611
H -3.53977 7.12912 -0.69862
O -3.43371 4.60482 -1.23323
C -5.98679 3.03120 -2.31612
C 3.06166 3.16250 -0.20937
H -7.21872 -1.38978 0.45404
C -1.91454 -1.83653 2.98230
O -2.47272 -0.15402 -3.39501
C -6.15593 -1.19319 0.30792
Cl -1.81931 2.08013 7.46243
C -5.73093 -5.04529 3.46884
C -2.04559 5.06968 -5.56567
C -0.83118 2.21094 2.99380
H -2.14487 -4.27723 -3.48532
H -2.29440 -2.02042 -1.08297
O 5.39046 -1.58662 -0.66680
H 3.76622 5.19355 0.06831
H -5.33872 4.10502 0.56490
H -0.01968 0.52914 5.87383
H 0.96504 -4.92021 -1.75578
C -1.23319 -2.50666 -2.67232
C -0.19999 1.27676 3.87145
H -4.32596 6.97777 0.89005
H -3.28057 -3.93993 3.89245
H -1.80738 -3.00591 -4.69182
S 1.98168 -3.38688 0.12614
C 4.37406 2.56380 0.29701
H 1.31846 -0.18209 4.24677
O 0.37360 -4.76027 -2.53715
N 1.57368 1.20166 -0.29208
H -2.63238 4.33194 -6.11233
H 0.26091 3.52061 -5.32453
F 5.67056 -3.14782 -2.93094
H -1.25780 5.45154 -6.21553
C -5.00120 2.02815 -2.91524
C -1.74667 3.11498 3.60881
O -0.59205 2.34119 1.73145
H -5.55234 4.02871 -2.35029
N 1.95263 2.39872 0.37204
H 2.02221 3.40720 -2.09234
C -3.38557 -0.35156 0.93358
H 2.11639 0.39294 0.03135
C -2.05298 3.06802 4.94154
C -2.10242 5.32652 0.67877
C -5.86428 -3.07384 1.92025
Bi -0.70564 0.66644 0.03097
H -5.03056 -5.49978 4.16807
H -1.87766 -0.75959 3.11606
O 2.11032 -4.66720 -0.54255
C -0.61086 5.46018 -3.54659
S -0.85161 2.85581 -1.15813
H 2.77413 4.56993 1.40168
F 3.46888 -3.37140 2.48247
O 0.68364 -2.88435 0.45392
C -0.58263 3.21928 -4.70249
O -3.18424 -0.43948 -0.32073
H -2.80928 0.35198 -2.63173
C -5.32794 -1.94782 1.31002
H -1.19091 -2.10452 2.21218
C 2.89434 4.58887 0.31792
H 3.35786 2.22587 -2.15305
H -1.18521 2.48972 -5.24391
H -2.78232 3.74736 5.36404
C -5.50600 0.59820 -2.71908
H 4.49435 1.53697 -0.04390
C -0.50943 1.25827 5.23943
H -2.22578 3.83926 2.96579
H -0.21068 2.73326 -3.80279
C -4.33701 4.21996 0.98122
H 2.00480 5.04489 -0.12255
O -2.53524 4.00235 -3.52102
O 0.82134 -3.11880 -4.34860
C 3.03455 3.18494 -1.74617
H -0.20973 4.98870 -2.65092
C -1.43454 4.42842 -4.31842
H 4.36838 2.55769 1.38708
H -4.42177 4.64739 1.98162
C -4.17471 6.49771 -0.07691
H 1.62257 1.24779 -1.31239
Si -2.71688 3.36687 -2.02740
H -3.16046 -2.81638 -3.55954
O 1.10320 0.09018 2.27360
C -3.29271 -2.25434 2.58116
H -6.92764 3.02449 -2.86747
H 1.12560 2.97962 0.45079
O 1.54047 -2.57810 -1.95774
H -6.59054 0.55782 -2.82666
H 3.70931 3.95666 -2.11928
C -3.49798 5.13369 0.09070
S 4.50530 -2.72120 -0.69728
H -3.87288 3.23485 1.06084
H 0.20280 5.84508 -4.16125
C 2.48677 -4.05301 1.87132
C 0.79708 0.33702 3.41821
O -0.36749 -0.80978 -4.57862
H -1.25680 6.28523 -3.24235
H -5.97662 -5.77966 2.69949
H -5.97821 -0.12112 0.38822
H -2.15564 5.93972 1.58009
H -4.57731 3.35080 -4.57302
C -3.86006 -3.38344 3.16443
C -5.13734 -3.81097 2.84290
H -6.17870 2.77436 -1.27377
O -3.75273 2.11441 -2.19450
H -5.04734 -0.07208 -3.44380
C -2.14751 -3.20390 -3.67644
F 3.75510 -4.09865 -2.95915
N 3.14976 -2.31269 -0.00540
C 4.37164 -2.99292 -2.55935
H -1.46951 5.81551 -0.06262
H -6.65106 -4.80317 4.00443
P 0.48222 -3.20960 -2.80557
H -2.70163 5.89086 -5.27478
O -3.01698 0.63327 1.59815
F 3.92261 -1.94662 -3.24604
F 1.44023 -4.05838 2.73057
H -3.95170 1.70684 -4.75780